# 1
{"formula": "C12H22AsClN2O2SY", "method": "ωB97M-V/def2-TZVPD", "symbols": ["Y", "Cl", "C", "C", "C", "C", "O", "C", "C", "O", "C", "H", "H", "H", "H", "C", "As", "C", "C", "S", "H", "H", "H", "H", "H", "H", "H", "H", "H", "N", "C", "C", "N", "H", "H", "H", "H", "H", "H", "H", "H", "H"], "coordinates": [[-0.457661, -0.496339, -0.473791], [3.912575, 5.019122, 1.906764], [2.932637, 3.641586, 1.627618], [2.865172, 2.625575, 2.586080], [2.073292, 1.495145, 2.405265], [1.337902, 1.353630, 1.253466], [0.549911, 0.257473, 1.065960], [1.402825, 2.364724, 0.261298], [0.700995, 2.345946, -0.954746], [-0.046204, 1.393762, -1.368169], [2.206946, 3.516774, 0.475714], [3.448060, 2.730699, 3.493430], [2.039844, 0.723529, 3.162463], [0.794922, 3.210145, -1.613063], [2.243867, 4.292881, -0.279953], [2.337085, -3.674007, -3.621698], [1.539210, -2.195342, -2.737601], [2.904772, -1.179594, -1.866237], [0.730338, -1.083855, -4.064218], [0.090797, -2.885633, -1.294884], [3.055723, -3.280223, -4.337994], [1.552088, -4.230587, -4.126610], [2.829543, -4.296992, -2.879918], [3.610343, -0.832542, -2.620302], [3.397448, -1.832083, -1.149521], [2.508808, -0.305929, -1.345766], [1.504725, -0.776589, -4.766082], [0.282927, -0.186568, -3.639414], [-0.023680, -1.677052, -4.575725], [-4.848291, -0.418546, 3.765703], [-4.592826, -0.477585, 2.270127], [-3.100951, -0.433217, 1.938708], [-2.878771, -0.521225, 0.467329], [-5.854517, -0.459811, 3.958226], [-4.505432, 0.445347, 4.193747], [-4.423536, -1.200252, 4.271846], [-5.135198, 0.365035, 1.845230], [-5.061398, -1.399101, 1.929689], [-2.579100, -1.264118, 2.413617], [-2.642059, 0.486702, 2.299349], [-3.400858, 0.221472, 0.003391], [-3.302274, -1.382358, 0.120671]], "forces_ev_per_angstrom": [[-1.3, -0.2, 0.1], [0.0, 0.0, 0.0], [0.1, 0.1, 0.1], [-0.1, -0.2, 0.1], [0.3, 0.2, 0.3], [-0.6, -0.8, -0.2], [0.9, 1.0, 0.6], [0.2, 0.5, -0.2], [-0.3, -0.4, -0.1], [0.4, 0.5, -0.1], [-0.1, -0.1, -0.1], [0.0, 0.0, 0.0], [0.0, 0.0, 0.0], [0.0, 0.0, 0.0], [0.0, 0.0, 0.0], [0.0, -0.1, 0.1], [0.1, -0.1, -0.2], [0.1, 0.0, 0.1], [0.0, 0.0, -0.1], [0.2, -0.3, -0.2], [0.0, -0.1, -0.1], [0.0, -0.1, -0.1], [0.0, -0.1, 0.0], [0.1, 0.0, 0.0], [0.1, 0.0, 0.0], [-0.1, 0.0, 0.0], [0.0, 0.0, -0.1], [0.0, 0.0, 0.1], [-0.1, 0.1, -0.1], [0.0, 0.0, -0.1], [-0.2, 0.0, 0.4], [0.0, 0.0, -0.2], [0.1, -0.1, 0.1], [0.0, 0.0, 0.0], [0.0, 0.1, 0.0], [0.0, -0.1, 0.0], [0.0, 0.0, -0.1], [0.0, 0.0, -0.1], [0.0, 0.0, 0.0], [0.0, 0.1, 0.0], [0.0, 0.1, 0.0], [0.0, -0.1, 0.0]], "nbo_charge": [2.1856, 0.1131, -0.0927, -0.0807, -0.2284, 0.3757, -0.9248, -0.2973, 0.4711, -0.8171, -0.0912, 0.2640, 0.2481, 0.2062, 0.2525, -0.9415, 1.4708, -0.9653, -0.9718, -0.7016, 0.2763, 0.2809, 0.2808, 0.2834, 0.2819, 0.2286, 0.2836, 0.2428, 0.2794, -0.6685, -0.2369, -0.2447, -0.9036, 0.4704, 0.4542, 0.4546, 0.2450, 0.2452, 0.2275, 0.2302, 0.4070, 0.4070], "total_charge": 3, "de_lowest_kj_mol": 0.0}

---

# 2
{"formula": "C12H22Br6N2O5P2", "method": "ωB97M-V/def2-TZVPD", "symbols": ["C", "P", "O", "C", "O", "C", "N", "C", "C", "N", "C", "P", "O", "O", "O", "H", "H", "H", "H", "H", "H", "H", "H", "H", "H", "Br", "C", "C", "Br", "H", "H", "H", "H", "Br", "C", "C", "Br", "H", "H", "H", "H", "Br", "C", "C", "Br", "H", "H", "H", "H"], "coordinates": [[-2.032209, -0.918194, 2.201015], [-3.050707, -0.369490, 0.776470], [-2.175126, -0.909246, -0.511199], [-2.687860, 1.485190, 0.626764], [-3.730404, 2.024536, -0.163092], [-2.675963, 2.062673, 1.977545], [-2.440202, 2.328402, 3.072641], [-1.350400, 1.802062, -0.112445], [-1.453700, 3.146560, -0.691867], [-1.567831, 4.210261, -1.109192], [-0.110993, 1.789143, 0.816043], [1.352122, 1.185790, -0.046682], [1.750094, 2.004213, -1.194633], [2.499431, 1.101321, 1.073329], [0.985346, -0.320340, -0.392145], [-0.997712, -0.592198, 2.162209], [-2.486630, -0.557153, 3.120203], [-2.050793, -2.004456, 2.190396], [-2.460933, -1.811112, -0.704242], [-4.475066, 2.277667, 0.393220], [-1.243980, 1.103934, -0.940572], [-0.265691, 1.183159, 1.699856], [0.136957, 2.809791, 1.091127], [2.138197, 0.758864, 1.902352], [1.708233, -0.717397, -0.911718], [-2.216634, -3.769029, 4.362544], [-4.008215, -3.113032, 4.736273], [-5.056223, -4.149947, 4.435894], [-5.337356, -4.348250, 2.521716], [-4.141544, -2.213707, 4.142599], [-4.013225, -2.855596, 5.792742], [-6.016805, -3.847544, 4.846033], [-4.788604, -5.129897, 4.816349], [5.361291, 2.529830, -3.621091], [3.671181, 3.483266, -3.442688], [2.997603, 3.688056, -4.770493], [3.857009, 5.078191, -5.830090], [3.897727, 4.419128, -2.943282], [3.051501, 2.868014, -2.792307], [1.973691, 4.022628, -4.622466], [3.004016, 2.789328, -5.378175], [3.114201, -3.831725, -0.720405], [3.905420, -3.447607, -2.455805], [4.848769, -2.276543, -2.391328], [3.893237, -0.592611, -2.231399], [3.080204, -3.271835, -3.137776], [4.435291, -4.350658, -2.749326], [5.424739, -2.201809, -3.310946], [5.523153, -2.330087, -1.543179]], "forces_ev_per_angstrom": [[0.1, 0.4, -0.4], [-0.5, -0.3, 0.5], [0.1, 0.0, 0.1], [-0.1, 0.1, -0.3], [0.0, 0.0, -0.2], [0.8, -0.4, 0.3], [-0.4, 0.2, -0.2], [0.0, 0.5, 0.3], [-0.2, 0.3, -0.2], [0.1, -0.2, 0.1], [0.2, -0.4, -0.6], [0.2, 0.2, -0.1], [0.2, 0.0, 0.0], [-0.4, 0.2, 0.0], [0.0, 0.0, 0.1], [0.1, -0.1, 0.0], [0.0, 0.0, 0.1], [-0.1, -0.1, 0.1], [0.0, 0.1, -0.2], [0.0, -0.1, 0.0], [-0.1, -0.2, 0.0], [-0.1, 0.1, 0.2], [0.0, 0.0, 0.3], [0.3, -0.1, 0.0], [-0.1, -0.2, 0.0], [0.0, -0.1, 0.1], [0.1, 0.0, 0.1], [-0.1, 0.0, -0.1], [0.0, 0.0, 0.0], [0.0, 0.0, 0.0], [0.0, 0.0, 0.0], [0.0, 0.0, 0.0], [0.0, 0.0, 0.0], [0.1, 0.2, -0.1], [0.0, -0.2, 0.1], [0.0, 0.1, 0.0], [0.0, 0.0, 0.0], [0.0, 0.0, 0.0], [0.0, 0.0, 0.0], [0.0, 0.0, 0.0], [0.0, 0.0, 0.0], [0.0, 0.0, 0.0], [0.0, -0.1, 0.1], [-0.1, 0.1, 0.0], [0.0, 0.0, 0.0], [0.0, 0.0, 0.0], [0.0, 0.0, 0.0], [0.0, 0.0, 0.0], [0.0, -0.1, 0.0]], "nbo_charge": [-0.9936, 1.1051, -0.9763, -0.1124, -0.6895, 0.2364, -0.2859, -0.3387, 0.2892, -0.2916, -0.8188, 2.3701, -1.1040, -0.9698, -1.0046, 0.2209, 0.2441, 0.2562, 0.5062, 0.4916, 0.2953, 0.2476, 0.2785, 0.4995, 0.5234, -0.0110, -0.4479, -0.4484, -0.0119, 0.2273, 0.2334, 0.2322, 0.2333, -0.0385, -0.4528, -0.4410, -0.0275, 0.2286, 0.2683, 0.2338, 0.2261, -0.0176, -0.4457, -0.4534, 0.0030, 0.2313, 0.2313, 0.2344, 0.2336], "total_charge": 0, "smiles": "CP(O)[C@@](O)(C#N)[C@@H](C#N)CP(=O)(O)O.BrCCBr.BrCCBr.BrCCBr"}

---

| no. | frontier orbital gap (eV) |
| --- | --- |
| 1 | 7.113 |
| 2 | 9.544 |